{"formula": "C19H31BF2GeNO3S2Sr", "method": "wB97M-V/def2-TZVPD", "multiplicity": 2, "s2": 0.763, "lumo_ev": [0.25, -2.87], "homo_lumo_gap_ha": [0.261, 0.146], "total_energy_ha": -4151.85043, "fmax_ev_per_a": 2.0, "symbols": ["Sr", "C", "C", "C", "C", "O", "Ge", "O", "C", "C", "C", "C", "O", "C", "C", "C", "C", "H", "H", "H", "H", "H", "H", "H", "H", "H", "H", "H", "H", "H", "H", "H", "H", "H", "H", "H", "H", "H", "H", "H", "H", "H", "H", "H", "S", "C", "N", "C", "C", "C", "C", "C", "C", "S", "H", "H", "H", "H", "F", "B", "F"], "coordinates": [[-0.34375, -0.29601, -0.69487], [0.43468, -1.34580, 3.41454], [1.24459, -1.12726, 2.14647], [2.70796, -0.88170, 2.50090], [1.13152, -2.35976, 1.24366], [0.69663, 0.01341, 1.45603], [1.80308, 1.30144, 0.58531], [2.02469, 0.04217, -0.79105], [3.06983, 0.04647, -1.78077], [3.74227, -1.31901, -1.71218], [2.40213, 0.25311, -3.13495], [4.09191, 1.14406, -1.52565], [0.28474, 1.94209, -0.32088], [-0.06068, 3.32973, -0.47656], [0.18554, 4.10360, 0.81176], [0.77771, 3.90170, -1.61177], [-1.53969, 3.35218, -0.83614], [0.83607, -2.18995, 3.97955], [-0.60758, -1.56713, 3.18020], [0.46799, -0.45924, 4.04895], [3.09979, -1.72501, 3.07437], [2.81304, 0.01943, 3.10528], [3.32270, -0.77794, 1.60530], [1.51472, -3.24566, 1.75356], [1.71946, -2.22140, 0.33418], [0.08767, -2.58674, 0.99442], [3.01176, -2.11111, -1.88813], [4.19086, -1.47339, -0.72910], [4.52623, -1.41155, -2.46625], [1.66454, -0.52959, -3.33051], [3.12807, 0.23168, -3.94994], [1.89123, 1.21717, -3.15853], [4.57397, 1.03034, -0.55378], [3.63795, 2.13551, -1.57292], [4.86501, 1.09909, -2.29531], [1.24077, 4.10168, 1.08573], [-0.39128, 3.67742, 1.63308], [-0.12335, 5.14336, 0.68488], [1.83946, 3.87355, -1.35597], [0.50889, 4.94042, -1.81325], [0.62118, 3.32428, -2.52407], [-2.12670, 2.90300, -0.03376], [-1.71419, 2.79256, -1.75796], [-1.89351, 4.37354, -0.99203], [-1.72833, 1.18242, 2.50793], [-2.67278, -0.17834, 2.02051], [-2.49012, -0.86640, 0.92778], [-3.47342, -1.83120, 0.79530], [-3.59876, -2.69465, -0.29958], [-4.64537, -3.58575, -0.30868], [-5.56841, -3.63391, 0.74925], [-5.46756, -2.78150, 1.82573], [-4.40505, -1.87710, 1.84381], [-3.99515, -0.68100, 3.02112], [-2.91854, -2.61497, -1.13806], [-4.77173, -4.24905, -1.15340], [-6.38041, -4.34761, 0.71034], [-6.18951, -2.81391, 2.63015], [-1.59267, -0.35399, -4.30842], [-2.05474, -0.58327, -3.04907], [-3.40541, -0.75452, -3.10659]], "forces_ev_per_a": [[-1.5611, -0.7124, -1.0163], [-0.0089, -0.0467, 0.1175], [0.0344, 0.2165, -0.1535], [0.0616, -0.1988, 0.1298], [0.0758, -0.0928, 0.0505], [0.0455, -0.3379, 0.6235], [1.1138, 1.0724, 0.7200], [0.6971, -0.3398, -0.3941], [-0.2745, -0.1093, 0.1032], [0.0579, -0.0368, -0.0649], [0.0011, 0.0105, -0.0882], [0.1193, 0.0438, -0.0838], [-0.2218, 0.4349, 0.1092], [0.0153, -0.2393, -0.0288], [-0.0412, 0.1173, 0.0296], [0.0280, 0.0835, -0.0474], [-0.0463, 0.0818, -0.0741], [0.0007, 0.0099, -0.0045], [-0.0051, 0.0186, -0.0268], [0.0046, 0.0140, -0.0233], [-0.0142, 0.0081, -0.0070], [-0.0105, 0.0180, -0.0034], [-0.0024, 0.0173, -0.0226], [0.0183, 0.0150, 0.0015], [-0.0237, 0.0043, -0.0205], [-0.0299, 0.0888, 0.0279], [-0.0156, 0.0055, 0.0036], [-0.0039, 0.0073, 0.0091], [-0.0002, 0.0169, 0.0020], [-0.0089, 0.0018, 0.0193], [0.0285, 0.0010, 0.0231], [-0.0107, 0.0051, 0.0052], [-0.0218, -0.0145, 0.0236], [-0.0423, -0.0031, 0.0173], [0.0073, 0.0019, 0.0128], [0.0201, -0.0262, -0.0046], [0.0050, -0.0332, 0.0092], [-0.0113, -0.0154, -0.0060], [0.0061, -0.0246, 0.0111], [-0.0120, 0.0025, 0.0115], [-0.0043, -0.0138, 0.0038], [-0.0055, -0.0139, 0.0021], [-0.0013, -0.0294, 0.0229], [0.0311, -0.0001, 0.0180], [-0.2392, -0.2539, -0.1213], [0.4338, 0.4761, 0.1847], [-0.2816, 0.0008, -0.1386], [0.2176, -0.0031, -0.0500], [-0.0776, -0.0470, 0.0032], [0.0100, 0.0049, 0.0104], [0.0115, -0.0174, -0.0390], [0.0004, 0.0230, 0.0236], [-0.0270, -0.0146, 0.0242], [-0.1477, -0.1533, 0.0351], [0.0247, 0.0329, 0.0219], [-0.0050, -0.0039, -0.0017], [-0.0081, 0.0018, 0.0079], [0.0084, 0.0103, 0.0116], [0.0543, 0.0056, -0.0549], [0.0663, -0.0075, -0.0249], [-0.0348, -0.0637, 0.0708]], "lowdin_charge": [1.3251, -0.0425, -0.6847, -0.0663, -0.0428, -0.5466, 0.9353, -0.5028, -0.6901, -0.0325, -0.0209, -0.0686, -0.5279, -0.6993, -0.0601, -0.0297, -0.0291, 0.0931, 0.0658, 0.0857, 0.0944, 0.0847, 0.0613, 0.0976, 0.0657, 0.0741, 0.0846, 0.0824, 0.0900, 0.0846, 0.0933, 0.0822, 0.0773, 0.0670, 0.0931, 0.0606, 0.0564, 0.0916, 0.0765, 0.0901, 0.0850, 0.0661, 0.0843, 0.0922, 0.8139, -1.0886, -0.0243, -0.3023, -0.0054, -0.0607, -0.0745, -0.0844, -0.4602, 1.0628, 0.0830, 0.1100, 0.1068, 0.1098, 0.0253, -0.6350, 0.0272]}

---

{"formula": "C19H31BF7NO8S", "method": "wB97M-V/def2-TZVPD", "multiplicity": 1, "lumo_ev": 0.07, "homo_lumo_gap_ha": 0.257, "total_energy_ha": -2521.30122, "fmax_ev_per_a": 1.0, "symbols": ["C", "C", "B", "O", "C", "S", "O", "O", "C", "F", "F", "C", "F", "F", "C", "F", "F", "F", "C", "C", "N", "C", "C", "C", "O", "C", "C", "O", "C", "C", "C", "C", "O", "O", "H", "H", "H", "H", "H", "H", "H", "H", "H", "H", "H", "H", "H", "H", "H", "H", "H", "H", "H", "H", "H", "H", "H", "H", "H", "H", "C", "C", "O", "H", "H", "H", "H", "H"], "coordinates": [[1.65927, -0.00899, 3.09438], [2.05890, -0.01790, 1.59891], [2.01064, -1.47221, 0.99242], [2.71956, -2.42623, 1.63339], [1.09628, -1.89878, -0.28610], [1.90596, -2.87703, -1.53347], [1.00040, -3.04988, -2.62686], [2.48602, -3.99632, -0.84129], [3.41492, -2.02524, -2.32806], [4.27062, -3.02976, -2.54656], [3.01399, -1.51795, -3.49040], [4.17162, -0.94603, -1.51902], [3.31578, 0.04574, -1.18318], [4.62835, -1.51576, -0.39419], [5.37694, -0.28937, -2.24504], [5.88527, 0.63980, -1.44034], [6.31412, -1.18921, -2.51255], [4.98963, 0.28855, -3.37622], [0.09169, -2.95428, 0.34060], [-1.06705, -2.10100, 0.89122], [-0.81970, -0.69551, 0.37366], [-2.09294, 0.11569, 0.23769], [-1.86031, 1.58787, 0.56729], [-2.70434, 2.53252, -0.28877], [-2.02382, 3.77799, -0.52500], [-1.89769, 4.58563, 0.57293], [-0.48564, 5.03622, 0.83288], [-2.83003, 4.90509, 1.23225], [0.04980, -0.90030, -0.82986], [0.45077, 0.32061, -1.65901], [-0.58354, 0.78418, -2.70117], [-0.01095, 0.78316, -4.10703], [0.76360, -0.02134, -4.50777], [-0.46231, 1.82562, -4.87498], [1.29281, 0.96988, 3.40991], [0.87642, -0.74326, 3.31704], [2.51165, -0.28466, 3.71722], [1.44041, 0.69114, 1.03807], [3.09229, 0.32841, 1.48819], [2.71498, -3.29586, 1.20249], [-0.28327, -3.64073, -0.42046], [0.53684, -3.52682, 1.15011], [-1.16374, -2.07835, 1.97428], [-2.04381, -2.41361, 0.52527], [-0.30795, -0.23409, 1.12715], [-2.78726, -0.38911, 1.00877], [-2.50828, -0.05129, -0.75762], [-2.10348, 1.75142, 1.62333], [-0.80705, 1.87679, 0.43983], [-3.67082, 2.74052, 0.17664], [-2.86237, 2.11481, -1.28166], [-0.43835, 6.12465, 0.73802], [-0.23186, 4.78786, 1.86620], [0.23188, 4.59417, 0.14393], [-0.57486, -1.51756, -1.49104], [0.71026, 1.16521, -1.01736], [1.34214, 0.03113, -2.21957], [-1.43014, 0.08891, -2.74650], [-0.96686, 1.78051, -2.49292], [-1.04318, 1.50064, -5.57686], [-5.30573, -0.87050, 3.42321], [-3.79190, -0.79232, 3.21450], [-3.37176, -1.29861, 2.01463], [-5.63534, -1.91069, 3.37537], [-5.60134, -0.45876, 4.39329], [-5.82304, -0.31091, 2.64004], [-3.32392, -1.30436, 4.08508], [-3.50917, 0.27984, 3.36064]], "forces_ev_per_a": [[0.0297, -0.1078, -0.0072], [-0.2822, -0.1460, 0.1088], [0.4160, 0.1762, -0.2670], [-0.0577, -0.0326, -0.0959], [-0.3912, -0.1147, 0.7200], [0.0618, 0.0575, 0.1017], [0.0499, -0.0886, -0.0744], [0.0223, 0.0309, 0.0400], [0.1120, 0.1208, 0.0099], [-0.0014, -0.0912, -0.1456], [-0.0459, 0.0677, 0.0006], [-0.1004, -0.1563, -0.0249], [0.0737, -0.0242, -0.0152], [0.0325, 0.0081, 0.1377], [-0.0311, -0.0098, -0.0924], [0.0495, 0.0479, 0.0680], [0.0011, -0.0434, 0.0176], [-0.0237, 0.0377, 0.0072], [-0.2016, 0.2227, 0.2794], [-0.0510, -0.2665, -0.3982], [-0.3886, 0.0411, 0.3747], [0.0224, 0.1016, -0.3210], [0.1810, 0.0552, 0.0713], [-0.3616, 0.2368, -0.0683], [0.6219, -0.4158, 0.1543], [0.4707, -0.0694, -0.5743], [0.1167, 0.3034, -0.1511], [-0.7050, 0.0756, 0.7014], [-0.1563, -0.3137, -0.6545], [0.0782, 0.0304, 0.2180], [0.1932, 0.0514, 0.0587], [-0.2330, 0.3783, 0.2570], [0.3351, -0.4677, -0.2560], [-0.6432, -0.0304, 0.1995], [0.1165, -0.0615, 0.0065], [-0.0143, 0.1257, -0.0339], [-0.0887, 0.0489, -0.0346], [0.1643, 0.0159, 0.0019], [-0.0789, 0.0633, 0.0182], [0.0713, 0.0990, -0.0155], [0.1072, 0.0375, 0.0294], [0.0551, -0.1088, -0.1993], [0.0308, 0.0993, -0.1354], [0.1021, 0.0412, 0.0724], [0.2236, 0.1223, -0.2738], [-0.1820, -0.0142, 0.1320], [0.2899, 0.0027, -0.1034], [0.1095, 0.0040, -0.0623], [-0.0913, -0.0192, -0.1278], [0.0408, -0.1184, -0.0925], [-0.0849, 0.0261, 0.0255], [-0.0126, -0.1088, 0.0669], [-0.0336, 0.0082, -0.1082], [-0.0919, -0.0343, 0.0574], [-0.0255, 0.1421, 0.0596], [0.1816, -0.0995, -0.0668], [-0.1421, 0.0816, 0.1386], [-0.0142, 0.1533, -0.0080], [-0.0823, -0.0560, 0.0909], [0.4094, 0.0264, -0.2040], [-0.0117, -0.0137, -0.0279], [-0.0936, 0.1771, 0.3456], [-0.0747, -0.2173, 0.2890], [-0.0033, 0.0106, -0.0411], [0.0166, 0.0054, 0.0092], [-0.0005, -0.0354, -0.0163], [0.0094, -0.0438, -0.0779], [0.0044, -0.0251, -0.0945]], "lowdin_charge": [-0.0792, -0.1369, -0.5047, 0.1837, -0.2876, 0.8110, -0.2296, -0.2503, -0.4464, 0.1414, 0.1396, -0.3565, 0.1473, 0.1754, -0.5584, 0.1940, 0.2009, 0.1979, -0.0839, -0.0541, -0.0213, -0.1045, -0.1221, -0.1563, -0.0380, -0.5439, 0.0197, 0.1439, -0.2070, -0.0896, -0.0647, -0.4973, 0.1506, 0.0860, 0.0771, 0.0759, 0.0833, 0.0774, 0.1170, 0.1028, 0.1291, 0.1230, 0.1350, 0.1338, 0.1425, 0.0494, 0.1263, 0.1250, 0.1052, 0.1340, 0.1139, 0.0928, 0.0939, 0.0779, 0.1596, 0.1159, 0.0976, 0.1331, 0.1114, 0.1262, -0.1256, -0.4955, -0.3436, 0.0601, 0.0580, 0.0593, 0.0861, 0.0833]}